Entry 1:
The following is a quantum chemistry calculation of a 11-piece molecular cluster, C42H84O15 overall, from the OMol25 dataset.

Last column: Löwdin charge in e.
Geometry (Å):
1 C 14.9737 21.6590 11.7388  -0.016
2 O 13.7663 20.9761 12.1832  -0.020
3 C 13.3973 19.9430 11.3859  -0.660
4 O 14.0835 19.5268 10.4882  0.113
5 O 12.2363 19.4983 11.6953  -0.003
6 C 11.7367 18.3013 11.0531  0.019
7 H 15.8639 21.0805 12.0813  0.089
8 H 14.9663 22.6489 12.2205  0.103
9 H 14.9692 21.5723 10.6893  0.070
10 H 12.3894 17.4740 11.2304  0.060
11 H 11.7736 18.6270 9.9992  0.111
12 H 10.7385 18.2194 11.4262  0.097
13 C 20.0520 14.8680 12.2438  -0.011
14 O 18.9052 14.0281 12.5356  -0.009
15 C 18.6728 13.7081 13.8297  -0.604
16 O 17.6938 13.0523 14.1090  0.087
17 O 19.5828 14.1541 14.6879  -0.022
18 C 19.1604 13.9615 16.0458  -0.012
19 H 19.7639 15.1607 11.2526  0.096
20 H 20.8927 14.2140 12.0836  0.086
21 H 20.2441 15.5804 12.9963  0.073
22 H 19.3700 12.9115 16.2769  0.106
23 H 18.0892 14.2388 16.1584  0.089
24 H 19.8176 14.5941 16.6045  0.092
25 C 19.0429 10.1778 10.4161  -0.176
26 C 18.3729 10.0277 11.7853  -0.157
27 C 19.5910 9.6802 12.7241  -0.190
28 O 20.6651 9.3244 11.8752  -0.134
29 C 20.5066 10.1301 10.7435  -0.248
30 H 18.8712 11.1834 9.9760  0.118
31 H 18.6273 9.4114 9.7752  0.102
32 H 17.5888 9.2749 11.8819  0.090
33 H 17.9316 10.9759 12.1464  0.099
34 H 19.4305 8.8027 13.3994  0.131
35 H 19.8229 10.6482 13.2366  0.117
36 H 21.0839 9.6750 9.9650  0.112
37 H 20.8442 11.2336 10.8880  0.143
38 C 14.2047 14.1624 16.1980  -0.123
39 C 14.7802 13.9398 17.5996  -0.149
40 C 15.6587 15.1329 17.7876  -0.209
41 O 16.1128 15.5118 16.5025  -0.173
42 C 15.3347 14.8506 15.4564  -0.149
43 H 13.3498 14.8714 16.2212  0.114
44 H 13.9126 13.2891 15.6871  0.073
45 H 15.3346 13.0474 17.7659  0.094
46 H 13.9638 13.8694 18.3374  0.122
47 H 16.4876 15.1138 18.4606  0.118
48 H 15.0003 15.8882 18.1439  0.098
49 H 15.9897 14.1552 14.9811  0.077
50 H 15.0136 15.6210 14.7577  0.100
51 C 14.3410 8.4274 9.4490  -0.109
52 C 12.8335 8.8280 9.8700  -0.124
53 C 12.7487 10.2399 9.3699  -0.223
54 O 14.0348 10.7471 9.6014  -0.150
55 C 15.0400 9.7547 9.7703  -0.210
56 H 14.3832 8.3659 8.3430  0.113
57 H 14.7993 7.5944 9.9388  0.097
58 H 12.7971 8.6637 11.0041  0.109
59 H 12.0910 8.2117 9.3462  0.105
60 H 12.1147 10.9014 9.9208  0.088
61 H 12.5156 10.3006 8.3188  0.118
62 H 15.4460 9.8009 10.7734  0.083
63 H 15.9533 9.8884 9.2062  0.105
64 C 16.9498 18.2104 15.0701  -0.150
65 C 16.1670 18.1302 13.7772  -0.174
66 C 17.3020 18.1287 12.7164  -0.141
67 O 18.5373 17.6170 13.3595  -0.145
68 C 18.1911 17.3832 14.7450  -0.178
69 H 16.3960 17.8481 15.9231  0.082
70 H 17.1983 19.2895 15.2227  0.132
71 H 15.5075 18.9502 13.5656  0.097
72 H 15.5560 17.2423 13.6869  0.062
73 H 17.5205 19.1615 12.4139  0.105
74 H 16.9525 17.5935 11.8077  0.116
75 H 19.0870 17.6153 15.2754  0.114
76 H 17.9579 16.3217 14.9035  0.099
77 C 13.5167 10.5018 14.4717  -0.150
78 C 14.8956 10.7847 15.0088  -0.184
79 C 15.6634 9.6064 14.4493  -0.190
80 O 15.2173 9.4841 13.0929  -0.148
81 C 13.8515 9.8130 13.1108  -0.203
82 H 12.8907 11.4087 14.1760  0.106
83 H 12.9059 9.8940 15.1355  0.109
84 H 14.9994 10.9522 16.0949  0.117
85 H 15.3090 11.7191 14.5158  0.109
86 H 15.4958 8.7403 15.0990  0.124
87 H 16.7386 9.8630 14.3157  0.123
88 H 13.3211 8.9015 12.9692  0.103
89 H 13.5891 10.5743 12.3996  0.099
90 C 8.8536 12.9757 11.6217  -0.174
91 C 9.2306 13.4102 13.0110  -0.164
92 C 9.9544 12.1658 13.4826  -0.191
93 O 10.5489 11.4728 12.3525  -0.145
94 C 10.0336 12.1511 11.1546  -0.191
95 H 8.5249 13.8063 10.9834  0.121
96 H 8.0163 12.3047 11.7520  0.113
97 H 8.3390 13.5758 13.5867  0.107
98 H 9.9334 14.3014 13.0522  0.119
99 H 9.1972 11.4933 13.8456  0.110
100 H 10.7036 12.1985 14.2338  0.094
101 H 9.8181 11.4268 10.3706  0.116
102 H 10.7503 12.8515 10.7579  0.080
103 C 10.7135 14.8180 7.7365  -0.140
104 C 9.2463 14.6104 7.3101  -0.140
105 C 9.1049 13.0838 7.3530  -0.218
106 O 10.2487 12.5351 7.9204  -0.139
107 C 11.2749 13.4133 7.5979  -0.241
108 H 10.7661 15.0980 8.7981  0.097
109 H 11.3207 15.4349 7.0690  0.116
110 H 9.0521 15.0022 6.2955  0.115
111 H 8.5441 15.0577 7.9662  0.087
112 H 8.9729 12.7057 6.3285  0.122
113 H 8.3069 12.7262 7.9738  0.112
114 H 11.6274 13.2188 6.5712  0.128
115 H 12.1533 13.2391 8.1955  0.103
116 C 14.6950 13.6431 11.9987  -0.103
117 C 13.3017 13.5323 11.2550  -0.130
118 C 12.6533 14.8440 11.7611  -0.211
119 O 13.7121 15.7561 11.8743  -0.175
120 C 14.9802 15.1156 11.6988  -0.168
121 H 15.4504 13.0158 11.5794  0.106
122 H 14.5443 13.4448 13.0481  0.089
123 H 12.6848 12.6975 11.4654  0.060
124 H 13.4582 13.5325 10.1731  0.105
125 H 12.0457 14.7755 12.6958  0.110
126 H 11.9245 15.1995 10.9242  0.124
127 H 15.6905 15.6617 12.3018  0.091
128 H 15.3001 15.2138 10.6583  0.127
129 C 12.2088 17.7048 16.7448  -0.160
130 C 13.2993 18.2096 15.7120  -0.107
131 C 12.6882 17.7105 14.3681  -0.196
132 O 11.8297 16.6196 14.7071  -0.147
133 C 11.1528 17.0417 15.8873  -0.219
134 H 11.8504 18.5254 17.3621  0.105
135 H 12.6891 16.9878 17.3768  0.078
136 H 14.2700 17.7449 15.9096  0.070
137 H 13.3920 19.3541 15.8268  0.138
138 H 13.4158 17.4736 13.5871  0.095
139 H 12.1229 18.4886 13.9586  0.086
140 H 10.6614 16.1782 16.3631  0.122
141 H 10.3482 17.8504 15.6760  0.143

Values from the calculation:
* frontier orbital gap: 9.7 eV
* energy above the lowest of the compared OMol25 structures with the same formula, charge and spin: 0.0 kJ/mol
* structure (SMILES): COC(=O)OC.COC(=O)OC.C1CCOC1.C1CCOC1.C1CCOC1.C1CCOC1.C1CCOC1.C1CCOC1.C1CCOC1.C1CCOC1.C1CCOC1


Entry 2:
The following is a quantum chemistry calculation of a 2-piece molecular cluster, C5H10O2 overall, from the OMol25 dataset.

Last column: natural (NBO) charge in e.
Geometry (Å):
1 C -0.1637 1.6368 -1.8036  -0.265
2 O -0.0786 0.2270 -1.7386  -0.645
3 C -0.7369 -0.3768 0.0572  0.189
4 C -0.8297 -1.6204 0.8391  -0.457
5 C -0.1909 -0.3769 1.4501  -0.288
6 C 1.2882 -0.3411 1.1919  -0.053
7 O 1.2973 -0.7941 -0.1302  -0.788
8 H 0.4073 2.1164 -0.9978  0.177
9 H -1.2165 1.9289 -1.7149  0.178
10 H 0.2120 1.9862 -2.7709  0.193
11 H -1.6274 0.1489 -0.2672  0.203
12 H -1.8450 -1.8805 1.1341  0.225
13 H -0.1732 -2.4510 0.6088  0.266
14 H -0.6897 0.1636 2.2529  0.216
15 H 1.6721 0.6881 1.3175  0.148
16 H 1.8796 -0.9992 1.8494  0.165
17 H 0.7952 -0.0558 -1.2780  0.534

Values from the calculation:
* frontier orbital gap (spin up / spin down): 9.1 / 9.1 eV
* energy above the lowest of the compared OMol25 structures with the same formula, charge and spin: 624.9 kJ/mol


Entry 3:
The following is a quantum chemistry calculation of C4H5BeLiO2 as an isolated structure, from the OMol25 dataset.

Last column: natural (NBO) charge in e.
Geometry (Å):
1 C -1.1511 0.6370 -0.4162  0.415
2 C -0.8915 -0.7503 0.0392  -0.552
3 C 0.5734 -0.9806 -0.1899  -0.288
4 C 1.5357 -0.1409 0.2909  0.119
5 O 2.8048 -0.2344 0.0635  -1.110
6 O -1.8654 1.4539 0.1758  -0.737
7 Li -3.0985 1.6834 1.4869  0.172
8 Be 3.3073 0.6485 -0.5787  0.940
9 H -1.4935 -1.2623 -0.7820  0.257
10 H -0.5970 0.9916 -1.3078  0.141
11 H -1.2008 -0.9044 1.0815  0.255
12 H 0.8693 -1.8268 -0.8154  0.213
13 H 1.2074 0.6854 0.9521  0.175

Values from the calculation:
* frontier orbital gap (spin up / spin down): 8.1 / 3.1 eV


Entry 4:
The following is a quantum chemistry calculation of C31H29N7O2SeTm as an isolated structure, from the OMol25 dataset.

Last column: Löwdin charge in e.
Geometry (Å):
1 Tm 0.0522 0.0629 0.6525  1.116
2 C 0.5885 -3.0733 0.7999  -0.090
3 N 0.3409 -1.9233 1.6768  -0.269
4 C 1.5159 -1.5621 2.4961  -0.155
5 C 2.5794 -0.6952 1.8372  -0.235
6 C 3.9280 -0.9252 2.1149  0.006
7 C 4.8837 -0.0500 1.6043  -0.035
8 C 4.4733 1.0371 0.8442  -0.035
9 C 3.1176 1.2002 0.6196  -0.085
10 N 2.1698 0.3635 1.0905  -0.023
11 C -0.8201 -2.1700 2.5428  -0.140
12 C -2.0995 -1.8487 1.8166  -0.251
13 C -3.3155 -2.4167 2.1829  -0.005
14 C -4.4589 -2.0488 1.4788  -0.039
15 C -4.3544 -1.1264 0.4434  -0.028
16 C -3.1050 -0.6027 0.1574  -0.082
17 N -1.9846 -0.9380 0.8263  0.003
18 C 1.3234 -2.6591 -0.4360  -0.217
19 C 1.9125 -3.5866 -1.2911  0.007
20 C 2.5296 -3.1231 -2.4487  -0.034
21 C 2.5222 -1.7609 -2.7217  -0.019
22 C 1.9017 -0.9168 -1.8151  -0.074
23 N 1.3171 -1.3337 -0.6727  0.030
24 H -0.3573 -3.5101 0.4534  0.152
25 H 1.1317 -3.8680 1.3266  0.142
26 H 1.9703 -2.4670 2.9213  0.136
27 H 1.1991 -0.9593 3.3585  0.106
28 H 4.2338 -1.7639 2.7302  0.121
29 H 5.9378 -0.2098 1.8086  0.118
30 H 5.1888 1.7419 0.4382  0.114
31 H 2.7391 2.0316 0.0338  0.106
32 H -0.8164 -1.5097 3.4195  0.116
33 H -0.8242 -3.2012 2.9186  0.141
34 H -3.3760 -3.1300 2.9970  0.121
35 H -5.4235 -2.4758 1.7363  0.116
36 H -5.2239 -0.8190 -0.1255  0.114
37 H -2.9625 0.1225 -0.6379  0.120
38 H 1.8861 -4.6462 -1.0661  0.124
39 H 3.0014 -3.8181 -3.1364  0.118
40 H 2.9833 -1.3631 -3.6175  0.116
41 H 1.8582 0.1546 -1.9796  0.104
42 C 1.1861 3.0319 -2.5473  0.013
43 C 0.4194 1.8417 -2.0428  -0.349
44 O 0.5479 1.4315 -0.8895  -0.179
45 C -0.5222 1.1358 -2.9585  -0.084
46 C -0.7262 1.5409 -4.2895  -0.022
47 C -1.6190 0.8411 -5.0958  -0.090
48 C -2.2974 -0.2513 -4.5699  -0.058
49 C -2.0805 -0.6395 -3.2408  0.007
50 C -1.1902 0.0322 -2.3837  -0.355
51 O -0.9860 -0.3139 -1.1718  -0.215
52 H 1.8216 3.4168 -1.7436  0.083
53 H 0.4981 3.8272 -2.8455  0.106
54 H 1.8317 2.7416 -3.3801  0.105
55 H -0.1997 2.3914 -4.7036  0.109
56 H -1.7847 1.1438 -6.1237  0.104
57 H -2.9982 -0.8122 -5.1790  0.110
58 H -2.6216 -1.4987 -2.8459  0.116
59 Se -2.9874 1.4968 4.5420  1.175
60 N -2.8146 3.2124 4.0334  -0.238
61 C -2.0266 3.3133 2.9493  -0.396
62 C -1.7030 4.5127 2.3190  0.039
63 C -0.8670 4.4621 1.1940  -0.011
64 C -0.3814 3.2212 0.7346  -0.044
65 N -0.7179 2.0672 1.3753  -0.016
66 C -1.5334 2.1205 2.4718  -0.474
67 N -1.9185 1.0367 3.1672  -0.283
68 H -2.0817 5.4627 2.6801  0.127
69 H -0.6004 5.3781 0.6862  0.108
70 H 0.2634 3.1712 -0.1311  0.087
71 H -0.0739 0.4721 2.6115  -0.003

Values from the calculation:
* frontier orbital gap (spin up / spin down): 5.1 / 5.0 eV
* 2S+1: 3
* total charge: +1
* ⟨S²⟩: 2.0026


Entry 5:
The following is a quantum chemistry calculation of an isolated ion of composition C4H11N2O and charge -1, from the OMol25 dataset.

Last column: natural (NBO) charge in e.
Geometry (Å):
1 C 0.7053 -1.1490 0.1306  -0.643
2 C 0.1278 0.1993 -0.0383  -0.088
3 C -0.2456 0.6766 -1.5221  -0.224
4 N 0.6492 0.2528 -2.7317  -0.877
5 N -1.0954 0.3385 0.8593  -0.792
6 C -0.6356 0.2310 2.4082  0.145
7 O 0.6022 0.5442 2.8159  -0.917
8 H 1.0352 -1.0975 1.1319  0.259
9 H 0.0264 -2.0232 0.0756  0.189
10 H 1.5049 -1.3766 -0.6224  0.166
11 H 0.8033 0.9333 0.4684  0.207
12 H -0.2023 1.7615 -1.4630  0.184
13 H -1.2877 0.3353 -1.6451  0.175
14 H 0.4753 -0.5661 -3.2817  0.350
15 H 1.5955 -0.0478 -2.2524  0.345
16 H -1.8362 0.8763 0.2815  0.348
17 H -0.8495 -0.8803 2.4884  0.088
18 H -1.3731 0.9916 2.8969  0.085

Values from the calculation:
* frontier orbital gap: 6.7 eV
* energy above the lowest of the compared OMol25 structures with the same formula, charge and spin: 264.4 kJ/mol
* total charge: -1
* structure (SMILES): C[C@@H](CN)NC[O-]


Listing F_max for the structures above in their given order: 2.66 0.33 14.07 3.68 4.21 eV Å⁻¹.